C9H16OPRe | ωB97M-V/def2-TZVPD

As for the HOMO energy (spin up / spin down): -10.734 / -12.202 eV. The LUMO energy (spin up / spin down) is -0.153 / -0.159 Ha. Its multiplicity is 4. As for the total charge: +1. As for the gap between HOMO and LUMO (spin up / spin down): 6.56 / 7.89 eV. The energy comes out at -846.92265 Ha.

Last column: Löwdin charge in e.
Element x y z (Å)
Re -0.4283 0.0572 -1.1795  1.196
P 0.1029 2.2605 -0.1448  0.761
O -0.6039 -0.4076 0.9486  -0.421
C -1.2486 0.2845 2.0956  -0.146
C -0.4074 -2.0599 -2.5099  -0.220
C 0.9109 -0.4845 2.8381  -0.130
C 0.0111 0.1157 -3.6662  -0.236
C -0.0493 -1.8131 -1.1733  -0.213
C -0.1553 0.5652 3.1316  -0.154
C 0.4812 0.9199 -2.6334  -0.324
C 0.7044 -0.8840 1.3520  -0.213
C -0.3593 -1.2297 -3.6077  -0.143
H -1.9842 -0.4441 2.4649  0.138
H 0.8828 1.9115 -2.9348  0.061
H 0.3380 3.3484 -1.0319  -0.065
H -0.5691 -1.6953 -4.5877  0.129
H 0.6916 -1.9706 1.2349  0.109
H -0.5642 0.4707 4.1408  0.126
H -0.7041 -3.0947 -2.7691  0.122
H 0.0011 0.5493 -4.6730  0.114
H 1.2212 2.5552 0.7015  -0.049
H 0.2692 1.5731 3.0419  0.106
H -0.0449 -2.6918 -0.5290  0.077
H -0.9056 2.9320 0.6073  -0.072
H 1.4808 -0.4527 0.6974  0.108
H -1.7623 1.1812 1.7118  0.091
H 0.7590 -1.3657 3.4752  0.124
H 1.9321 -0.1307 2.9989  0.123